[1]
This record from the Open Molecules 2025 dataset describes a molecular structure, C4H10GaO2. The level of theory is ωB97M-V/def2-TZVPD.

Structure (ORCA input):
```
! wB97M-V def2-TZVPD RIJCOSX def2/J DEFGRID3
* xyz -1 1
O 2.209 -1.415 1.127
C 1.695 -0.704 0.311
O 1.560 -1.092 -0.994
C 1.237 0.705 0.590
C 0.162 1.359 -0.299
C -0.971 0.477 -0.841
Ga -1.855 -0.854 0.423
H 1.189 -1.985 -0.978
H 2.149 1.315 0.537
H 0.941 0.696 1.640
H 0.671 1.879 -1.123
H -0.282 2.144 0.324
H -1.767 1.155 -1.178
H -0.631 -0.042 -1.741
H -0.771 -1.950 0.917
H -3.031 -1.607 -0.406
H -2.505 -0.082 1.689
*
```

Summary:
**Frontier orbital gap**: 8.2 eV
**Energy above the lowest of the compared OMol25 structures with the same formula, charge and spin**: 0.000 eV
**LUMO level**: 3.7 eV

---

[2]
This record from the Open Molecules 2025 dataset describes 2 unconnected molecules or ions with the total composition C4H10IP. The level of theory is ωB97M-V/def2-TZVPD.

Structure (ORCA input):
```
! wB97M-V def2-TZVPD RIJCOSX def2/J DEFGRID3
* xyz 0 1
C 0.315 1.923 -0.477
C -0.269 0.494 1.530
C -1.170 -0.064 -0.725
C -0.038 0.509 0.021
P 1.252 -2.640 -0.749
I 1.394 -4.825 -1.749
H -0.500 2.611 -0.269
H 1.208 2.278 0.032
H 0.505 1.918 -1.546
H -1.110 1.130 1.792
H 0.613 0.855 2.054
H -0.479 -0.517 1.870
H -2.031 -0.453 -0.216
H -1.188 -0.009 -1.798
H 0.858 -0.102 -0.189
H 0.641 -3.108 0.419
*
```

Summary:
**Frontier orbital gap (spin up / spin down)**: 6.7 / 8.5 eV
**Energy above the lowest of the compared OMol25 structures with the same formula, charge and spin**: 2.985 eV
**LUMO level (spin up / spin down)**: -1.4 / 0.1 eV

---

[3]
This record from the Open Molecules 2025 dataset describes a molecular structure, C4H10IP in a non-equilibrium geometry. The level of theory is ωB97M-V/def2-TZVPD.

Structure (ORCA input):
```
! wB97M-V def2-TZVPD RIJCOSX def2/J DEFGRID3
* xyz 0 1
C 0.827 -1.383 -0.673
C 0.114 1.601 -0.889
C 0.918 -0.547 0.598
C 0.069 0.690 0.339
P -2.344 0.016 0.547
I 0.237 2.074 1.903
H 1.597 -2.103 -0.602
H 0.968 -0.607 -1.585
H -0.156 -1.866 -0.606
H -0.699 2.214 -0.747
H 1.180 1.947 -0.897
H -0.135 0.932 -1.766
H 1.909 -0.247 0.653
H 0.508 -1.058 1.401
H -2.472 -0.217 2.025
H -2.522 -1.446 0.300
*
```

Summary:
**Frontier orbital gap**: 8.3 eV
**Energy above the lowest of the compared OMol25 structures with the same formula, charge and spin**: 3.686 eV
**LUMO level**: -0.1 eV